# 1
Molecular formula: C36H48N5O2P2Zr
Method: DFT, the ωB97M-V functional and the def2-TZVPD basis

Geometry as XYZ:
```
94
Properties=species:S:1:pos:R:3:mulliken_charge:R:1
Zr 0.096 -0.094 -0.170 0.72
C -2.970 -1.433 -1.367 -0.36
C -3.120 0.075 -1.250 -0.86
N -2.017 0.773 -0.514 0.11
C -2.452 1.311 0.799 -0.47
C -2.484 0.162 1.782 -1.02
N -1.113 -0.419 1.826 0.95
C -1.069 -1.828 2.354 -0.45
C -0.558 -2.878 1.372 -0.52
C 0.948 -2.916 1.099 -0.63
N 1.434 -1.966 0.037 0.10
C 1.651 -2.631 -1.278 -0.95
C 0.304 -2.918 -1.898 -0.92
N -0.488 -1.660 -1.908 0.26
C -1.909 -1.902 -2.346 -1.04
H -3.925 -1.820 -1.730 0.51
H -2.829 -1.893 -0.384 -0.04
H -4.058 0.310 -0.746 0.42
H -3.181 0.515 -2.247 0.45
H -1.728 1.579 -1.103 0.33
H -3.427 1.796 0.712 0.58
H -1.734 2.078 1.115 -0.03
H -3.180 -0.606 1.445 0.52
H -2.794 0.480 2.779 0.44
H -0.614 0.134 2.530 -0.89
H -2.080 -2.098 2.660 0.66
H -0.455 -1.832 3.255 -0.01
H -1.126 -2.842 0.437 -0.27
H -0.817 -3.845 1.809 0.63
H 1.231 -3.922 0.787 0.69
H 1.493 -2.693 2.016 0.25
H 2.332 -1.590 0.352 -0.17
H 2.224 -3.551 -1.146 0.51
H 2.240 -1.954 -1.904 0.38
H -0.239 -3.668 -1.323 0.47
H 0.419 -3.310 -2.910 0.51
H -0.078 -1.079 -2.638 0.40
H -2.025 -2.972 -2.519 0.46
H -2.059 -1.412 -3.309 0.46
N 1.844 1.760 2.395 0.49
P 1.871 1.944 0.715 0.45
C 1.658 3.700 0.449 0.80
C 0.623 4.370 1.107 -0.34
C 0.434 5.724 0.895 -0.83
C 1.268 6.412 0.019 -0.62
C 2.288 5.746 -0.645 -0.76
C 2.487 4.389 -0.437 -0.74
C 3.497 1.460 0.108 0.45
C 3.616 0.723 -1.071 -0.41
C 4.864 0.285 -1.497 -0.80
C 5.993 0.590 -0.751 -0.73
C 5.883 1.341 0.414 -0.86
C 4.640 1.776 0.844 -0.52
P 1.925 0.106 2.827 1.89
C 3.615 -0.267 3.319 0.69
C 4.352 -1.201 2.594 0.12
C 5.670 -1.469 2.931 -0.88
C 6.257 -0.795 3.992 -0.60
C 5.528 0.136 4.725 -0.86
C 4.209 0.394 4.397 -0.76
C 0.960 0.051 4.359 -0.18
C 1.174 -1.013 5.241 -0.71
C 0.375 -1.158 6.363 -0.65
C -0.644 -0.246 6.617 -0.66
C -0.856 0.818 5.753 -0.83
C -0.057 0.970 4.625 -0.44
H 2.309 2.463 2.965 0.59
H -0.019 3.843 1.805 0.20
H -0.354 6.249 1.418 0.49
H 1.125 7.472 -0.138 0.44
H 2.940 6.289 -1.315 0.50
H 3.291 3.877 -0.950 0.52
H 2.748 0.551 -1.702 0.75
H 4.958 -0.265 -2.424 0.51
H 6.967 0.258 -1.086 0.47
H 6.768 1.591 0.983 0.50
H 4.567 2.354 1.757 0.42
H 3.904 -1.729 1.758 0.30
H 6.237 -2.201 2.372 0.48
H 7.285 -1.000 4.259 0.46
H 5.988 0.645 5.561 0.48
H 3.638 1.101 4.991 0.46
H 1.983 -1.714 5.064 0.49
H 0.555 -1.973 7.051 0.46
H -1.256 -0.355 7.502 0.46
H -1.624 1.549 5.971 0.51
H -0.197 1.832 3.980 0.45
C 0.416 4.080 -3.376 -0.65
O 0.766 2.744 -2.901 -0.01
C -0.107 2.136 -2.185 -0.57
O 0.368 0.927 -1.863 -0.53
H 0.021 3.979 -4.383 0.33
H 1.343 4.642 -3.382 0.27
H -0.314 4.519 -2.702 0.36
```

## Properties
E = -2553.847470 Eh
relative energy (zero: lowest compared OMol25 entry of this formula, charge and spin) = 0.098 eV
max |F| = 0.4 eV Å⁻¹
HOMO = -16.148 eV
gap between HOMO and LUMO = 7.02 eV
E_LUMO = -9.1313 eV
charge = +3


# 2
Molecular formula: C36H49BF17O10PSSi
Method: DFT, the ωB97M-V functional and the def2-TZVPD basis

Geometry as XYZ:
```
116
Properties=species:S:1:pos:R:3:mulliken_charge:R:1
C -1.437 -1.614 6.126 -0.58
C -1.186 -1.780 4.739 -0.35
C -0.988 -2.134 3.118 0.48
C -1.966 -3.399 2.756 -0.27
C -1.214 -4.678 2.051 -0.63
B -0.452 -4.282 0.610 -0.22
P -1.536 -3.591 -0.809 0.24
S -1.076 -4.232 -2.587 -0.40
C 1.177 -4.500 0.581 0.84
F 1.730 -4.021 1.869 -0.30
F 1.393 -5.996 0.574 -0.36
C 1.935 -3.934 -0.757 -0.79
C 1.784 -2.324 -1.020 0.25
Si 3.233 -1.244 -0.351 -0.50
C 4.824 -1.262 -1.450 -0.88
C 3.788 -1.648 1.448 -0.64
C 2.568 0.604 -0.367 0.54
C 2.951 1.682 -1.584 0.00
C 2.296 3.215 -1.534 -0.68
C 1.290 3.604 -0.266 -0.55
C 0.901 2.562 0.948 -0.62
C 1.560 1.031 0.897 -0.06
H -1.336 -1.524 7.308 0.33
H -1.260 -1.145 2.542 0.30
H 0.157 -2.336 2.984 -0.12
H -2.408 -3.785 3.793 0.41
H -2.878 -2.969 2.155 0.04
H -2.079 -5.433 1.733 0.27
H -0.442 -5.159 2.793 0.27
H -1.380 -2.131 -0.818 0.05
H -2.925 -3.832 -0.443 0.13
H 3.100 -4.135 -0.588 0.36
H 1.674 -4.536 -1.754 0.29
H 1.782 -2.180 -2.205 0.29
H 0.788 -1.843 -0.640 -0.09
H 5.631 -0.583 -0.893 0.18
H 4.653 -0.818 -2.519 0.27
H 5.286 -2.353 -1.449 0.28
H 4.213 -2.763 1.433 0.28
H 4.632 -0.951 1.875 0.17
H 2.899 -1.673 2.241 0.18
H 3.652 1.311 -2.458 0.12
H 2.538 3.976 -2.418 0.27
H 0.799 4.689 -0.244 0.61
H 0.183 2.806 1.852 0.28
H 1.277 0.255 1.747 0.20
C -2.621 0.468 -5.982 -1.08
C -1.539 0.016 -5.020 0.03
O -0.254 0.497 -5.443 -0.37
C 0.046 1.793 -5.110 0.39
O -0.715 2.532 -4.490 -0.53
C 1.455 2.156 -5.573 0.79
F 1.713 1.745 -6.849 -0.25
F 2.415 1.587 -4.790 -0.20
F 1.694 3.497 -5.554 -0.25
H -2.377 0.167 -7.006 0.30
H -3.589 0.039 -5.707 0.19
H -2.716 1.559 -5.987 0.39
H -1.485 -1.078 -5.018 0.30
H -1.754 0.329 -3.992 0.29
C 6.712 2.778 5.840 -1.18
C 6.727 3.730 4.659 0.07
O 6.812 3.003 3.425 -0.32
C 5.634 2.489 2.944 0.33
O 4.551 2.619 3.511 -0.50
C 5.858 1.788 1.607 0.80
F 6.956 0.978 1.613 -0.30
F 6.046 2.674 0.588 -0.28
F 4.810 0.999 1.236 0.12
H 7.577 2.108 5.806 0.30
H 6.728 3.331 6.784 0.41
H 5.819 2.144 5.826 0.31
H 7.617 4.367 4.714 0.38
H 5.855 4.395 4.663 0.06
C -5.171 -5.682 -7.621 -1.09
C -6.075 -4.492 -7.361 -0.20
O -5.825 -3.943 -6.059 -0.31
C -4.750 -3.098 -5.955 0.33
O -4.017 -2.807 -6.897 -0.52
C -4.631 -2.549 -4.535 0.90
F -4.784 -3.514 -3.582 -0.25
F -5.576 -1.602 -4.270 -0.28
F -3.425 -1.964 -4.289 -0.15
H -5.275 -6.426 -6.825 0.30
H -5.413 -6.151 -8.579 0.37
H -4.118 -5.383 -7.639 0.31
H -7.121 -4.818 -7.374 0.32
H -5.967 -3.725 -8.136 0.31
C -5.225 -1.284 4.456 -1.07
C -5.804 -0.830 3.129 -0.26
O -6.788 -1.765 2.661 -0.30
C -8.042 -1.645 3.205 0.36
O -8.343 -0.803 4.048 -0.51
C -8.997 -2.662 2.584 0.84
F -8.453 -3.910 2.494 -0.24
F -9.363 -2.315 1.317 -0.24
F -10.155 -2.805 3.289 -0.24
H -4.832 -2.303 4.376 0.25
H -4.420 -0.617 4.776 0.35
H -5.991 -1.301 5.237 0.39
H -5.011 -0.800 2.375 0.31
H -6.225 0.180 3.195 0.33
C 3.345 5.188 2.602 -0.47
C 2.855 6.140 1.527 0.41
O 2.320 7.335 2.117 -0.37
C 3.235 8.287 2.487 0.36
O 4.449 8.161 2.343 -0.52
C 2.531 9.520 3.049 0.86
F 1.540 9.205 3.932 -0.24
F 1.944 10.267 2.070 -0.24
F 3.375 10.359 3.714 -0.24
H 2.550 4.980 3.325 0.25
H 3.680 4.245 2.161 -0.13
H 4.179 5.621 3.164 0.28
H 2.040 5.670 0.967 -0.35
H 3.645 6.379 0.806 0.36
```

## Properties
E = -4904.659428 Eh
SMILES string = C#CCCCB([PH2]=S)C(F)(F)CC[Si](C)(C)c1ccccc1.CCOC(=O)C(F)(F)F.CCOC(=O)C(F)(F)F.CCOC(=O)C(F)(F)F.CCOC(=O)C(F)(F)F.CCOC(=O)C(F)(F)F
max |F| = 9.7 eV Å⁻¹
HOMO = -8.561 eV
gap between HOMO and LUMO = 6.91 eV
E_LUMO = -1.6535 eV
charge = 0


# 3
Molecular formula: C36H49MnN5O2S5Si4
Method: DFT, the ωB97M-V functional and the def2-TZVPD basis

Geometry as XYZ:
```
102
Properties=species:S:1:pos:R:3:mulliken_spin:R:1
Mn 0.042 -0.477 0.089 4.67
C 2.719 3.050 0.612 0.01
C 1.856 1.952 0.071 -0.03
N 0.884 1.445 0.718 -0.09
N 0.643 1.860 1.976 -0.01
C -0.371 1.148 2.495 0.04
O -1.045 0.278 1.916 0.05
C -0.710 1.455 3.921 0.02
C -0.188 2.561 4.585 0.00
C -0.537 2.814 5.902 0.00
C -1.405 1.961 6.571 0.00
C -1.924 0.854 5.913 0.00
C -1.581 0.605 4.593 0.00
C 2.121 1.373 -1.266 0.05
C 3.096 1.921 -2.095 0.01
C 3.331 1.369 -3.342 0.00
C 2.592 0.276 -3.733 0.00
C 1.645 -0.215 -2.849 0.01
N 1.406 0.311 -1.655 0.02
H 2.382 3.293 1.615 0.00
H 2.660 3.947 -0.011 0.00
H 3.766 2.735 0.655 0.00
H 0.489 3.211 4.047 0.00
H -0.131 3.681 6.411 0.00
H -1.677 2.160 7.601 0.00
H -2.601 0.184 6.429 0.00
H -1.975 -0.250 4.057 0.00
H 3.658 2.782 -1.763 0.00
H 4.081 1.795 -3.996 0.00
H 2.733 -0.198 -4.693 0.00
H 1.044 -1.081 -3.102 -0.01
O 1.905 -1.194 0.817 0.12
C 2.435 -2.165 1.455 0.02
C 3.854 -2.264 1.560 0.00
C 4.477 -3.303 2.211 0.00
C 3.731 -4.323 2.808 0.01
C 2.353 -4.249 2.738 0.00
C 1.687 -3.200 2.101 -0.01
C 0.228 -3.149 2.109 0.07
N -0.551 -2.389 1.368 -0.08
C -1.845 -2.667 1.730 0.05
C -1.861 -3.613 2.704 0.00
N -0.537 -3.910 2.944 0.00
H 4.426 -1.475 1.085 0.00
H 5.562 -3.333 2.251 0.00
H 4.215 -5.156 3.301 0.00
H 1.774 -5.057 3.176 0.00
H -2.674 -2.170 1.259 -0.01
H -2.664 -4.107 3.220 0.00
H -0.190 -4.579 3.605 0.00
C -0.517 -4.128 -5.064 0.00
S -2.152 -4.409 -4.343 0.00
C -1.718 -4.957 -2.740 0.00
C -1.146 -4.190 -1.769 0.02
S -0.678 -2.554 -1.847 0.01
S -0.874 -5.074 -0.264 0.00
C -1.444 -6.625 -0.740 0.00
S -1.562 -7.927 0.294 0.00
S -2.026 -6.634 -2.350 0.00
H -0.669 -3.614 -6.013 0.00
H 0.004 -5.070 -5.231 0.00
H 0.052 -3.485 -4.393 0.00
C -4.508 -0.116 1.047 0.00
Si -4.136 0.008 -0.817 0.01
C -5.654 0.914 -1.529 0.01
C -4.273 -1.726 -1.561 0.00
Si -2.025 0.991 -1.136 -0.01
Si -2.405 3.162 -0.296 -0.01
C -3.658 4.243 -1.241 0.01
C -0.864 4.271 -0.307 0.00
C -3.090 3.211 1.470 0.00
Si -1.836 1.419 -3.441 0.03
C -3.323 2.181 -4.362 0.01
C -1.504 -0.124 -4.495 0.00
C -0.425 2.662 -3.753 0.00
H -5.026 -1.053 1.279 0.00
H -5.159 0.705 1.356 0.00
H -3.595 -0.062 1.644 0.00
H -6.553 0.318 -1.317 0.00
H -5.582 1.037 -2.610 0.00
H -5.797 1.899 -1.082 0.00
H -5.039 -2.306 -1.032 0.00
H -3.328 -2.272 -1.522 0.00
H -4.566 -1.662 -2.613 0.00
H -3.360 4.421 -2.274 0.00
H -3.709 5.220 -0.738 0.00
H -4.662 3.817 -1.246 0.00
H -0.557 4.492 -1.334 0.00
H -0.024 3.808 0.212 0.00
H -1.093 5.220 0.192 0.00
H -4.073 2.741 1.511 0.00
H -3.202 4.259 1.774 0.00
H -2.450 2.710 2.201 0.00
H -4.200 1.536 -4.287 0.00
H -3.067 2.265 -5.429 0.00
H -3.600 3.171 -4.005 0.00
H -2.449 -0.494 -4.903 0.00
H -1.063 -0.951 -3.936 0.01
H -0.849 0.128 -5.339 0.00
H -0.814 3.684 -3.717 0.00
H 0.013 2.504 -4.745 0.00
H 0.377 2.584 -3.014 0.00
```

## Properties
E = -6125.644118 Eh
relative energy (zero: lowest compared OMol25 entry of this formula, charge and spin) = 0.129 eV
multiplicity = 6
max |F| = 1.0 eV Å⁻¹
HOMO (spin up / spin down) = -1.181 / -1.694 eV
gap between HOMO and LUMO (spin up / spin down) = 5.29 / 5.80 eV
E_LUMO (spin up / spin down) = 4.1077 / 4.1070 eV
charge = -2


# 4
Molecular formula: C36H50BaBrF3NO4SSi
Method: DFT, the ωB97M-V functional and the def2-TZVPD basis

Geometry as XYZ:
```
98
Properties=species:S:1:pos:R:3:mulliken_charge:R:1
Ba 0.590 0.608 0.084 1.80
O 0.250 0.481 2.706 -0.39
C 1.387 0.953 3.414 3.01
C 2.542 1.296 2.364 0.04
O 3.705 1.255 2.730 -0.68
O 2.100 1.641 1.248 -0.91
C 1.793 -0.099 4.423 -0.36
C 2.976 0.009 5.150 -0.16
C 3.334 -0.967 6.065 -0.88
C 2.507 -2.052 6.301 -0.43
C 1.323 -2.159 5.594 -0.76
C 0.973 -1.199 4.663 -0.19
C 1.099 2.255 4.138 -0.51
C -0.210 2.618 4.437 -0.17
C -0.485 3.814 5.078 -0.90
C 0.546 4.666 5.436 -0.35
C 1.853 4.307 5.150 -0.97
C 2.128 3.115 4.509 -0.23
H -0.147 1.242 2.232 0.02
H 3.633 0.843 4.983 0.27
H 4.270 -0.880 6.600 0.39
H 2.784 -2.804 7.028 0.37
H 0.669 -3.003 5.768 0.40
H 0.038 -1.298 4.129 0.37
H -1.023 1.962 4.167 0.67
H -1.510 4.084 5.296 0.38
H 0.331 5.606 5.928 0.38
H 2.666 4.970 5.414 0.39
H 3.145 2.859 4.258 0.41
F 3.700 -2.175 -5.147 -0.28
C 3.449 -0.899 -4.751 0.78
F 4.432 -0.564 -3.929 -0.22
F 3.656 -0.161 -5.878 -0.29
C 2.047 -0.731 -4.259 0.01
C 1.060 -0.844 -5.219 -0.69
C -0.268 -0.637 -4.873 -0.70
C -0.530 -0.264 -3.563 -0.29
N 0.390 -0.178 -2.630 -0.19
C 1.684 -0.452 -2.909 0.46
S 2.764 -0.472 -1.624 -0.52
H 1.335 -1.085 -6.237 0.42
H -1.059 -0.730 -5.598 0.46
H -1.530 -0.022 -3.238 0.38
C -4.540 -0.266 -4.250 -1.87
C -5.039 -1.712 -4.158 2.37
C -6.338 -1.819 -4.964 -1.75
C -3.987 -2.590 -4.840 -2.10
Si -5.298 -2.268 -2.298 -0.05
Br -3.342 -1.732 -1.273 -0.51
C -5.429 -4.205 -2.045 2.24
C -6.474 -4.828 -2.975 -1.80
C -5.814 -4.539 -0.600 -2.01
C -4.088 -4.902 -2.299 -1.86
C -6.660 -1.240 -1.349 2.49
C -6.675 0.225 -1.795 -2.09
C -6.391 -1.214 0.160 -1.79
C -8.060 -1.810 -1.594 -1.81
H -4.176 -0.071 -5.257 0.59
H -3.720 -0.079 -3.564 0.19
H -5.330 0.447 -4.044 0.30
H -6.161 -1.491 -5.988 0.52
H -7.120 -1.190 -4.546 0.29
H -6.704 -2.842 -4.998 0.30
H -3.788 -2.210 -5.841 0.58
H -4.333 -3.615 -4.944 0.35
H -3.049 -2.582 -4.291 0.37
H -7.449 -4.363 -2.850 0.30
H -6.579 -5.892 -2.759 0.52
H -6.177 -4.734 -4.016 0.31
H -6.801 -4.163 -0.345 0.32
H -5.087 -4.130 0.097 0.33
H -5.830 -5.622 -0.468 0.59
H -3.768 -4.806 -3.331 0.32
H -4.180 -5.966 -2.076 0.53
H -3.307 -4.497 -1.661 0.35
H -5.686 0.669 -1.736 0.30
H -7.330 0.795 -1.137 0.65
H -7.062 0.329 -2.806 0.31
H -5.474 -0.672 0.381 0.25
H -6.316 -2.206 0.591 0.28
H -7.208 -0.695 0.663 0.56
H -8.296 -1.842 -2.655 0.32
H -8.805 -1.180 -1.106 0.53
H -8.163 -2.814 -1.191 0.29
C -3.236 1.649 1.745 -1.43
C -2.282 2.358 0.753 2.08
C -2.955 2.377 -0.638 -1.63
C -2.071 3.818 1.217 -1.63
O -1.086 1.698 0.683 -1.56
H -4.193 2.165 1.812 0.49
H -2.783 1.626 2.731 0.15
H -3.399 0.623 1.423 0.17
H -3.969 2.777 -0.603 0.39
H -2.967 1.359 -1.018 0.24
H -2.356 2.982 -1.315 0.45
H -3.012 4.359 1.272 0.42
H -1.417 4.317 0.505 0.40
H -1.585 3.828 2.192 0.16
```

## Properties
E = -5344.535490 Eh
relative energy (zero: lowest compared OMol25 entry of this formula, charge and spin) = 2.382 eV
max |F| = 6.0 eV Å⁻¹
HOMO = -4.689 eV
gap between HOMO and LUMO = 6.64 eV
E_LUMO = 1.9545 eV
charge = -1